Computed, not measured: a structure of composition C35H43AsN6O2Si2Ti in a non-equilibrium geometry, with ωB97M-V/def2-TZVPD.

Molar mass: 758.730 g mol⁻¹
DFT total energy: -5503.00178 Ha
Gap between HOMO and LUMO (alpha / beta): 4.80 / 4.80 eV
Charge: -2
ΔE to the lowest compared entry with this formula, charge and spin: 80.4 kJ/mol

XYZ file:
```
90
Properties=species:S:1:pos:R:3:lowdin_charge:R:1
Ti -0.580 -0.575 -1.228 1.089
C -2.997 1.609 2.951 -0.126
C -1.849 2.139 2.378 -0.101
C -0.977 1.330 1.667 -0.035
C -1.232 -0.035 1.512 -0.300
C -2.404 -0.560 2.075 -0.046
C -3.270 0.255 2.783 -0.101
N -0.339 -0.815 0.752 -0.052
C -0.202 -2.167 1.106 -0.255
C -0.220 -2.668 2.400 -0.056
C -0.064 -4.034 2.633 -0.136
C 0.106 -4.904 1.567 -0.136
C 0.140 -4.417 0.263 -0.043
C 0.018 -3.054 0.029 -0.222
N -0.007 -2.428 -1.209 -0.133
N 0.034 -3.246 -2.329 0.056
C -0.399 -2.585 -3.363 -0.374
C -0.493 -3.207 -4.662 -0.046
C -1.007 -2.521 -5.707 -0.130
C -1.446 -1.174 -5.537 -0.125
C -1.321 -0.621 -4.295 -0.156
N -0.818 -1.268 -3.227 -0.003
H -3.674 2.240 3.515 0.081
H -1.618 3.192 2.497 0.092
H -0.070 1.726 1.224 0.089
H -2.643 -1.603 1.916 0.119
H -4.177 -0.170 3.200 0.093
H -0.374 -1.988 3.229 0.109
H -0.086 -4.409 3.650 0.082
H 0.207 -5.969 1.744 0.079
H 0.255 -5.076 -0.587 0.086
H -0.147 -4.228 -4.748 0.093
H -1.088 -2.996 -6.680 0.084
H -1.870 -0.604 -6.353 0.073
H -1.631 0.403 -4.112 0.102
C 2.477 1.492 -3.329 -0.016
C 1.159 1.407 -2.615 -0.452
O 0.999 0.374 -1.890 -0.181
C 0.198 2.402 -2.736 -0.034
C -1.103 2.335 -2.170 -0.326
C -2.027 3.505 -2.366 -0.039
N -1.543 1.270 -1.543 -0.053
N -2.914 1.262 -1.209 0.097
C -3.289 0.046 -0.946 -0.456
O -2.524 -0.998 -0.958 -0.129
C -4.742 -0.190 -0.710 -0.135
C -5.617 0.866 -0.466 -0.034
C -6.964 0.621 -0.256 -0.104
C -7.452 -0.681 -0.298 -0.121
C -6.584 -1.733 -0.552 -0.096
C -5.232 -1.490 -0.752 -0.017
H 2.396 0.954 -4.277 0.086
H 3.234 1.004 -2.715 0.075
H 2.763 2.525 -3.532 0.072
H 0.449 3.289 -3.300 0.094
H -1.531 4.295 -2.927 0.065
H -2.345 3.885 -1.394 0.080
H -2.931 3.184 -2.883 0.074
H -5.216 1.871 -0.439 0.106
H -7.638 1.445 -0.057 0.090
H -8.506 -0.872 -0.130 0.087
H -6.960 -2.748 -0.598 0.093
H -4.536 -2.295 -0.949 0.117
C 5.847 -0.294 2.954 -0.259
Si 3.985 -0.627 2.679 0.059
C 3.884 -2.520 2.619 -0.263
C 3.194 -0.161 4.344 -0.248
As 3.019 0.148 0.753 0.651
Si 3.797 2.293 0.963 0.060
C 5.526 2.593 0.213 -0.264
C 2.705 3.545 0.034 -0.246
C 3.946 3.063 2.700 -0.256
H 6.245 -0.938 3.748 0.005
H 6.046 0.744 3.233 -0.006
H 6.399 -0.495 2.033 0.008
H 4.449 -2.987 3.434 0.008
H 4.277 -2.883 1.666 0.010
H 2.845 -2.855 2.682 0.001
H 3.608 -0.772 5.155 0.009
H 2.114 -0.324 4.302 0.008
H 3.357 0.891 4.587 -0.006
H 5.511 2.354 -0.855 0.002
H 6.256 1.928 0.682 -0.002
H 5.867 3.629 0.332 0.005
H 2.757 3.391 -1.047 -0.002
H 3.018 4.573 0.249 0.012
H 1.654 3.437 0.315 0.004
H 4.612 2.488 3.347 -0.013
H 2.969 3.096 3.189 0.016
H 4.335 4.085 2.631 0.009
```